Record 1
ORCA calculation (ωB97M-V/def2-TZVPD) on C25H21F6N4OPS2W as an isolated structure at a distorted geometry.

For the energy above the lowest of the compared OMol25 structures with the same formula, charge and spin, the calculation gives 12.0 kcal/mol. The total charge is +3. Its expectation value of S² is 0.758. The HOMO energy (spin up / spin down) comes out at -17.21 / -17.25 eV. Its spin multiplicity is 2.

CARTESIAN COORDINATES (ANGSTROEM)
W 0.562 0.871 -0.048
C 2.582 1.410 1.628
C 2.044 0.139 1.828
C 0.651 0.265 2.090
C 0.337 1.664 2.046
C 1.552 2.349 1.809
H 3.608 1.632 1.372
H 2.581 -0.797 1.789
H 0.050 -0.494 2.564
H -0.578 2.093 2.424
H 1.646 3.422 1.757
S -5.766 2.951 -3.719
N -5.592 2.410 -2.216
C -4.308 2.099 -2.079
C -3.700 1.555 -0.878
C -4.409 1.185 0.271
C -3.723 0.620 1.322
C -2.341 0.468 1.240
N -1.637 0.846 0.164
C -2.325 1.352 -0.893
C -1.549 1.580 -2.093
N -0.237 1.245 -2.009
C 0.515 1.267 -3.118
C -0.012 1.678 -4.341
C -1.327 2.077 -4.421
C -2.130 2.018 -3.272
C -3.548 2.326 -3.239
N -4.256 2.809 -4.254
H -5.482 1.331 0.307
H -4.232 0.297 2.219
H -1.802 0.050 2.073
H 1.546 0.965 -3.021
H 0.631 1.680 -5.210
H -1.761 2.413 -5.355
C 3.300 -5.053 4.046
C 2.441 -4.354 3.034
C 2.941 -4.058 1.755
C 2.159 -3.432 0.809
C 0.848 -3.077 1.154
C 0.326 -3.351 2.421
C 1.130 -3.991 3.348
S -0.234 -2.337 0.031
C -0.084 -3.301 -1.463
O 0.478 -0.992 -0.474
H 4.140 -5.559 3.575
H 2.721 -5.785 4.608
H 3.698 -4.327 4.758
H 3.951 -4.352 1.501
H 2.557 -3.230 -0.178
H -0.701 -3.106 2.663
H 0.727 -4.231 4.324
H 0.805 -2.971 -1.999
H -0.982 -3.149 -2.057
H 0.004 -4.343 -1.160
F 2.179 0.898 -1.016
P 1.722 4.461 -1.106
F 2.541 5.648 -1.643
F 1.139 4.098 -2.470
F 2.936 3.711 -0.562
F 0.905 5.295 -0.127
F 0.767 3.116 -0.507

Forces on atoms 1 to 6 (eV/Å):
1.794 1.636 0.940
-0.086 0.179 -0.140
-0.547 -0.691 -0.179
0.017 -0.040 0.909
-0.152 -0.078 0.954
-0.318 0.052 -0.199

Record 2
ORCA calculation (ωB97M-V/def2-TZVPD) on C25H22AlO7P4S2 as an isolated structure.

For the energy above the lowest of the compared OMol25 structures with the same formula, charge and spin, the calculation gives 0.0 kcal/mol. The total charge is -1. The HOMO energy comes out at -4.90 eV. Its spin multiplicity is 1.

CARTESIAN COORDINATES (ANGSTROEM)
Al 0.104 -0.456 -0.780
S -0.291 -0.807 2.723
P -0.882 -2.202 1.440
C -1.278 -1.715 -0.169
P -2.465 -0.497 -0.302
S -1.413 1.259 -0.527
C -3.714 -0.384 1.006
C -3.577 0.528 2.045
C -4.504 0.542 3.079
C -5.559 -0.357 3.078
C -5.692 -1.276 2.045
C -4.773 -1.289 1.011
C -3.464 -0.704 -1.804
C -4.609 0.062 -2.009
C -5.332 -0.066 -3.184
C -4.908 -0.956 -4.164
C -3.766 -1.715 -3.963
C -3.044 -1.593 -2.784
C -2.266 -3.175 2.146
C -2.748 -2.930 3.422
C -3.812 -3.672 3.922
C -4.396 -4.661 3.147
C -3.915 -4.911 1.865
C -2.856 -4.170 1.368
C 0.411 -3.472 1.255
C 1.102 -3.901 2.386
C 2.092 -4.862 2.273
C 2.412 -5.388 1.026
C 1.734 -4.959 -0.101
C 0.727 -4.008 0.014
H -2.730 1.201 2.052
H -4.391 1.250 3.890
H -6.278 -0.349 3.890
H -6.504 -1.992 2.052
H -4.875 -2.015 0.213
H -4.940 0.760 -1.249
H -6.223 0.530 -3.334
H -5.470 -1.054 -5.085
H -3.429 -2.404 -4.728
H -2.152 -2.184 -2.614
H -2.285 -2.143 4.007
H -4.188 -3.467 4.917
H -5.225 -5.240 3.537
H -4.367 -5.683 1.254
H -2.490 -4.349 0.363
H 0.879 -3.451 3.346
H 2.631 -5.185 3.155
H 3.205 -6.120 0.935
H 1.996 -5.348 -1.077
H 0.189 -3.664 -0.862
O 1.142 -2.353 -4.005
P 1.570 -0.908 -3.453
O 2.037 -0.038 -4.535
O 0.396 -0.474 -2.575
O 2.737 -1.309 -2.417
P 3.124 -0.678 -0.991
O 3.487 0.841 -1.352
O 4.245 -1.393 -0.385
O 1.791 -0.584 -0.230
H 1.534 -2.483 -4.876
H 4.429 0.991 -1.218

Forces on atoms 1 to 6 (eV/Å):
0.468 -0.248 -0.577
-0.071 -0.144 0.000
0.071 0.088 0.116
0.045 0.140 0.150
0.016 -0.164 0.032
-0.096 0.202 0.023

Record 3
ORCA calculation (ωB97M-V/def2-TZVPD) on C25H22BF3HfN4Sb as an isolated structure at a distorted geometry.

The total charge is +1. The HOMO energy comes out at -10.33 eV. Its spin multiplicity is 1.

CARTESIAN COORDINATES (ANGSTROEM)
Hf -0.736 -0.209 -1.101
B 1.251 -0.810 -3.275
N -0.080 -1.598 -3.614
C -0.731 -2.012 -4.691
C -1.883 -2.710 -4.242
C -1.872 -2.584 -2.866
N -0.790 -1.848 -2.485
N 3.831 -2.970 -1.135
C 5.084 -2.681 -0.911
C 5.507 -1.512 -1.573
C 4.391 -1.129 -2.294
N 3.428 -2.036 -2.047
H 1.882 -0.450 -4.233
H 0.709 0.250 -2.578
H -0.364 -1.768 -5.621
H -2.576 -3.245 -4.823
H -2.636 -2.948 -2.179
H 5.675 -3.278 -0.190
H 6.435 -0.971 -1.635
H 4.195 -0.327 -3.000
F -2.655 2.556 7.255
C -2.218 1.998 6.094
C -0.985 1.383 5.994
C -0.681 0.708 4.818
C -1.592 0.671 3.781
C -2.826 1.263 3.897
C -3.126 1.969 5.032
Sb -1.494 -0.601 2.123
C 0.394 0.195 1.134
C 1.634 -0.560 1.235
C 2.842 0.082 1.073
C 2.818 1.434 0.751
F 3.984 2.024 0.373
C 1.686 2.216 0.638
C 0.475 1.571 0.853
C -2.680 0.579 0.754
C -2.821 -0.210 -0.559
C -2.742 0.684 -1.781
C -3.094 2.059 -1.627
F -3.253 2.897 -2.671
C -3.242 2.683 -0.384
C -2.862 1.956 0.780
H -0.260 1.490 6.803
H 0.298 0.248 4.754
H -3.563 1.129 3.080
H -4.038 2.541 5.197
H 1.606 -1.683 1.355
H 3.793 -0.489 1.046
H 1.748 3.232 0.331
H -0.453 2.156 0.770
H -3.398 -1.099 -0.582
H -3.054 0.197 -2.734
H -3.528 3.729 -0.422
H -2.729 2.462 1.713
C 2.003 -1.918 -2.326
H 1.766 -2.893 -2.738
H 1.529 -1.826 -1.318

Forces on atoms 1 to 6 (eV/Å):
0.148 0.707 0.730
0.169 -0.290 -0.061
0.184 1.407 -0.004
-0.969 -0.973 2.661
1.194 0.723 0.415
-0.307 0.149 -0.484

Record 4
ORCA calculation (ωB97M-V/def2-TZVPD) on a 5-piece molecular cluster, C25H22Br2F32NO5 overall at a distorted geometry.

The total charge is -1. The HOMO energy comes out at -4.01 eV. Its spin multiplicity is 1.

CARTESIAN COORDINATES (ANGSTROEM)
C -3.046 -0.859 0.095
C -3.368 0.178 1.183
Br -4.535 -0.642 2.579
C -2.176 0.904 1.833
Br -0.970 -0.395 2.656
C -1.445 1.917 0.959
O -0.623 1.072 -0.107
C -0.847 1.405 -1.315
N -1.014 1.694 -2.416
H -3.455 -1.839 0.349
H -3.486 -0.564 -0.863
H -1.972 -0.979 -0.012
H -4.001 0.969 0.774
H -2.566 1.489 2.671
H -2.236 2.371 0.335
C 0.406 4.833 -0.858
C -0.471 6.013 -1.297
C 0.208 7.152 -2.061
F 1.127 7.778 -1.296
F -0.729 8.066 -2.416
F -1.152 6.522 -0.247
F -1.378 5.511 -2.183
O 0.833 4.839 0.488
C 1.992 5.418 0.876
C 1.746 6.466 1.965
F 0.967 7.464 1.497
F 2.933 7.004 2.340
F 2.702 5.939 -0.147
F 2.774 4.469 1.450
H -0.243 3.963 -0.954
H 1.238 4.680 -1.545
H 0.686 6.773 -2.968
H 1.266 5.999 2.824
C 2.170 -1.189 -4.338
C 0.838 -1.760 -3.835
C 0.518 -1.576 -2.351
F 1.416 -2.250 -1.595
F -0.705 -2.096 -2.113
F 0.737 -3.070 -4.173
F -0.131 -1.083 -4.506
O 3.231 -2.117 -4.488
C 4.128 -2.364 -3.498
C 4.115 -3.850 -3.117
F 2.894 -4.177 -2.639
F 5.027 -4.074 -2.148
F 3.957 -1.584 -2.422
F 5.371 -2.112 -3.988
H 1.961 -0.855 -5.352
H 2.467 -0.313 -3.762
H 0.519 -0.519 -2.079
H 4.344 -4.468 -3.987
C 0.052 -8.847 -0.921
C -0.909 -9.425 -1.968
C -0.443 -10.659 -2.745
F 0.636 -10.369 -3.499
F -1.441 -11.058 -3.566
F -1.306 -8.470 -2.828
F -2.005 -9.854 -1.270
O 0.802 -7.722 -1.314
C 2.036 -7.835 -1.880
C 2.070 -7.146 -3.247
F 1.207 -7.751 -4.090
F 3.321 -7.267 -3.761
F 2.450 -9.115 -1.965
F 2.921 -7.181 -1.095
H -0.596 -8.479 -0.126
H 0.680 -9.629 -0.492
H -0.201 -11.477 -2.061
H 1.813 -6.094 -3.150
C -1.934 5.635 4.409
C -3.298 4.975 4.649
C -3.860 5.045 6.072
F -3.068 4.371 6.931
F -5.087 4.477 6.088
F -3.295 3.702 4.224
F -4.193 5.683 3.893
O -0.824 4.769 4.381
C -0.099 4.458 5.489
C -0.084 2.944 5.717
F -1.333 2.507 5.962
F 0.685 2.677 6.801
F -0.505 5.125 6.587
F 1.188 4.827 5.259
H -1.993 6.033 3.397
H -1.780 6.477 5.085
H -3.950 6.084 6.400
H 0.319 2.439 4.836

Forces on atoms 1 to 6 (eV/Å):
-0.186 -0.085 0.173
0.270 -0.040 -0.191
-0.036 0.078 -0.020
-0.424 0.358 -0.437
0.190 -0.017 0.108
0.012 -0.106 0.429

Record 5
ORCA calculation (ωB97M-V/def2-TZVPD) on C25H22ClN3O2PdSb as an isolated structure at a distorted geometry.

The total charge is +3. Its expectation value of S² is 6.045. The HOMO energy (spin up / spin down) comes out at -17.45 / -17.62 eV. Its spin multiplicity is 5.

CARTESIAN COORDINATES (ANGSTROEM)
Pd 0.163 0.896 -0.372
C -2.774 0.013 -1.489
C -3.032 0.919 -0.334
C -4.297 1.356 0.058
C -4.418 2.274 1.083
C -3.284 2.754 1.748
C -2.087 2.212 1.337
N -1.984 1.359 0.364
Sb -0.077 2.759 2.488
C -0.051 0.573 2.814
C -0.115 0.010 4.074
C -0.236 -1.375 4.148
C -0.273 -2.122 2.987
C -0.161 -1.480 1.752
C -0.168 -2.218 0.457
N -0.056 -0.152 1.705
C 2.051 2.378 1.664
C 3.185 2.939 2.217
C 4.405 2.506 1.692
C 4.442 1.577 0.670
C 3.245 1.076 0.153
C 3.165 0.069 -0.942
N 2.104 1.504 0.694
H -3.324 0.351 -2.368
H -1.692 -0.006 -1.737
H -3.114 -1.003 -1.286
H -5.166 0.972 -0.456
H -5.394 2.649 1.361
H -3.345 3.503 2.523
H -0.082 0.626 4.961
H -0.317 -1.853 5.111
H -0.402 -3.192 3.016
H 0.795 -2.702 0.280
H -0.917 -3.010 0.472
H -0.374 -1.529 -0.386
H 3.137 3.669 3.014
H 5.322 2.914 2.095
H 5.378 1.225 0.261
H 3.886 0.290 -1.726
H 3.406 -0.922 -0.553
H 2.149 0.045 -1.387
Cl 2.015 9.108 -2.343
C 1.574 7.492 -2.081
C 0.538 7.186 -1.177
C 0.202 5.871 -0.957
C 0.882 4.835 -1.618
C 1.884 5.138 -2.551
C 2.228 6.455 -2.775
C 0.553 3.432 -1.251
O 0.830 2.452 -1.965
O -0.014 3.234 -0.123
H 0.011 7.975 -0.661
H -0.600 5.623 -0.274
H 2.391 4.345 -3.084
H 3.000 6.712 -3.482

Forces on atoms 1 to 6 (eV/Å):
1.438 0.449 1.313
0.130 -0.026 -0.201
-0.264 -0.014 0.146
0.093 -0.067 0.007
0.034 -0.060 -0.136
0.378 0.248 0.368

Record 6
ORCA calculation (ωB97M-V/def2-TZVPD) on C25H22CrI2N3OS2 as an isolated structure at a distorted geometry.

Its expectation value of S² is 0.778. The HOMO energy (spin up / spin down) comes out at -7.24 / -7.35 eV. Its spin multiplicity is 2.

CARTESIAN COORDINATES (ANGSTROEM)
Cr 0.443 0.566 0.026
C -1.716 -0.537 1.895
N -0.239 -0.374 1.883
C 0.402 -1.713 1.882
C 0.069 -2.453 0.600
N 0.387 -1.628 -0.597
C -0.662 -1.788 -1.622
C 1.702 -2.008 -1.120
C 1.844 -3.112 -1.951
C 3.094 -3.503 -2.400
C 4.218 -2.787 -2.013
C 4.086 -1.693 -1.180
C 2.830 -1.291 -0.713
S 2.694 0.108 0.322
C 0.172 0.372 3.079
C -0.016 -0.170 4.345
C 0.346 0.535 5.478
C 0.908 1.800 5.343
C 1.081 2.350 4.089
C 0.700 1.656 2.933
S 0.813 2.447 1.382
H -2.014 -1.363 2.547
H -2.097 -0.729 0.892
H -2.181 0.373 2.264
H 0.061 -2.310 2.734
H 1.474 -1.571 1.965
H -0.991 -2.711 0.582
H 0.633 -3.386 0.578
H -0.893 -2.839 -1.820
H -0.332 -1.321 -2.548
H -1.578 -1.296 -1.293
H 0.976 -3.679 -2.262
H 3.183 -4.363 -3.050
H 5.199 -3.079 -2.368
H 4.948 -1.112 -0.877
H -0.448 -1.158 4.457
H 0.189 0.103 6.457
H 1.204 2.359 6.221
H 1.511 3.336 3.968
I 1.320 0.486 -4.956
C -0.285 1.392 -3.957
C -1.319 2.038 -4.639
C -2.351 2.627 -3.949
I -3.832 3.649 -5.044
C -2.426 2.551 -2.541
C -3.412 3.127 -1.714
C -3.321 2.970 -0.356
C -2.289 2.206 0.198
N -1.366 1.619 -0.539
C -1.402 1.834 -1.880
C -0.263 1.330 -2.571
O 0.713 0.846 -1.860
H -1.295 2.086 -5.719
H -4.220 3.700 -2.148
H -4.055 3.423 0.297
H -2.201 2.085 1.269

Forces on atoms 1 to 6 (eV/Å):
1.767 -0.050 0.017
-0.140 0.024 -0.072
-0.244 0.002 -0.028
0.043 -0.234 -0.230
-0.054 0.141 0.161
-0.221 0.207 -0.030

Record 7
ORCA calculation (ωB97M-V/def2-TZVPD) on one molecule with the formula C25H22F3N3O2S.

The SMILES is O=S(=O)(c1cccc(C(F)(F)F)c1)N1CCC(c2cc(-c3cccc4ccccc34)n[nH]2)CC1. For the energy above the lowest of the compared OMol25 structures with the same formula, charge and spin, the calculation gives 1.9 kcal/mol. The HOMO energy comes out at -7.97 eV. Its spin multiplicity is 1.

CARTESIAN COORDINATES (ANGSTROEM)
O 2.298 1.796 -4.751
S 1.246 0.968 -4.231
O 0.049 0.816 -5.000
C 1.928 -0.662 -3.897
C 3.141 -1.039 -4.438
C 3.641 -2.306 -4.177
C 2.928 -3.180 -3.372
C 1.711 -2.781 -2.831
C 0.919 -3.722 -1.964
F 1.678 -4.662 -1.385
F -0.029 -4.375 -2.658
F 0.282 -3.080 -0.971
C 1.198 -1.519 -3.100
N 0.812 1.408 -2.682
C 1.926 1.817 -1.857
C 1.516 1.745 -0.389
C 0.284 2.627 -0.144
C -0.156 2.549 1.279
C -0.604 1.492 2.040
C -0.880 2.037 3.314
C -1.330 1.350 4.522
C -0.702 1.639 5.711
C -1.043 0.971 6.892
C -2.012 0.008 6.881
C -2.706 -0.297 5.693
C -3.735 -1.263 5.673
C -4.432 -1.524 4.528
C -4.141 -0.814 3.354
C -3.143 0.120 3.338
C -2.380 0.391 4.493
N -0.607 3.335 3.322
N -0.183 3.628 2.096
C -0.839 2.187 -1.093
C -0.352 2.255 -2.537
H 3.676 -0.331 -5.051
H 4.586 -2.614 -4.596
H 3.314 -4.165 -3.157
H 0.253 -1.195 -2.695
H 2.756 1.138 -2.065
H 2.247 2.837 -2.117
H 1.275 0.713 -0.133
H 2.346 2.071 0.240
H 0.548 3.667 -0.372
H -0.689 0.466 1.747
H 0.076 2.388 5.720
H -0.524 1.216 7.808
H -2.269 -0.528 7.784
H -3.967 -1.787 6.590
H -5.219 -2.265 4.522
H -4.718 -1.008 2.461
H -2.944 0.679 2.436
H 0.068 4.577 1.868
H -1.127 1.162 -0.855
H -1.712 2.829 -0.970
H -1.104 1.883 -3.233
H -0.113 3.296 -2.803

Forces on atoms 1 to 6 (eV/Å):
0.103 -0.080 0.197
0.165 -0.327 0.246
-0.264 -0.043 0.141
-0.172 0.517 -0.033
0.066 0.146 -0.091
-0.075 -0.013 -0.011

Record 8
ORCA calculation (ωB97M-V/def2-TZVPD) on C25H23AgNO4P2S as an isolated structure.

The total charge is -1. The HOMO energy comes out at -3.93 eV. Its spin multiplicity is 1.

CARTESIAN COORDINATES (ANGSTROEM)
Ag 2.493 0.492 -0.514
C -1.977 -0.113 -0.247
N -0.585 -0.077 0.198
P 0.522 -1.375 -0.077
C -0.373 -2.781 0.701
C -1.382 -3.520 0.081
C -2.024 -4.548 0.755
C -1.664 -4.856 2.060
C -0.652 -4.142 2.682
C -0.008 -3.118 2.002
C 0.362 -1.764 -1.853
C 0.829 -2.991 -2.322
C 0.888 -3.250 -3.680
C 0.492 -2.282 -4.593
C 0.046 -1.052 -4.139
C -0.014 -0.793 -2.777
P 0.360 1.366 0.243
C -0.732 2.686 -0.364
C -0.367 3.323 -1.546
C -1.158 4.339 -2.069
C -2.316 4.718 -1.412
C -2.685 4.090 -0.227
C -1.895 3.083 0.298
C 0.422 1.749 2.025
C 0.699 3.052 2.439
C 0.853 3.343 3.785
C 0.733 2.337 4.734
C 0.461 1.039 4.329
C 0.309 0.745 2.981
H -2.232 -1.126 -0.548
H -2.166 0.547 -1.096
H -2.652 0.173 0.564
H -1.657 -3.300 -0.944
H -2.803 -5.111 0.256
H -2.163 -5.661 2.586
H -0.349 -4.389 3.691
H 0.811 -2.590 2.480
H 1.174 -3.744 -1.622
H 1.268 -4.202 -4.028
H 0.557 -2.479 -5.655
H -0.237 -0.280 -4.843
H -0.330 0.187 -2.440
H 0.546 3.024 -2.051
H -0.860 4.832 -2.985
H -2.934 5.511 -1.816
H -3.586 4.394 0.291
H -2.169 2.610 1.233
H 0.806 3.844 1.708
H 1.076 4.357 4.091
H 0.858 2.564 5.785
H 0.373 0.247 5.062
H 0.097 -0.269 2.672
O 4.758 -0.338 0.174
S 5.047 0.231 -1.187
O 6.414 -0.001 -1.621
O 4.035 -0.414 -2.118
O 4.680 1.680 -1.134

Forces on atoms 1 to 6 (eV/Å):
0.546 0.278 -0.179
-0.123 0.014 0.292
0.301 0.070 -0.598
-0.091 -0.322 0.038
-0.118 -0.023 -0.103
0.036 0.036 0.005